{"formula": "C10H16N2O7", "method": "ωB97M-V/def2-TZVPD", "elements": ["N", "C", "C", "C", "C", "O", "O", "C", "O", "N", "C", "C", "C", "C", "O", "O", "C", "O", "O", "H", "H", "H", "H", "H", "H", "H", "H", "H", "H", "H", "H", "H", "H", "H", "H"], "coordinates": [[0.2202, -1.1050, 2.0601], [0.8447, 0.2192, 1.7015], [2.2283, 0.1430, 0.8012], [3.4775, -0.2109, 1.4454], [3.6115, -1.7161, 1.5478], [3.6093, -2.2758, 2.7718], [3.4039, -2.3943, 0.2649], [0.0543, 1.2929, 0.9949], [0.3022, 2.4805, 1.1365], [-0.9483, 0.8110, -0.0053], [-1.8540, 1.5812, -0.8145], [-2.6749, 0.5709, -1.6972], [-1.9079, -0.2159, -2.8669], [-1.1789, -1.3614, -2.2908], [-1.0254, -1.7997, -1.2006], [-0.7787, -2.0848, -3.2671], [-2.9160, 2.3893, 0.1247], [-4.1166, 2.2331, 0.1473], [-2.5707, 3.0935, 1.1177], [-0.1304, -1.6806, 1.0723], [0.7096, -1.5717, 2.9351], [1.3755, 0.7083, 2.6378], [2.1297, -0.2700, -0.1794], [1.9587, 1.3134, 0.4095], [3.5329, 0.0020, 2.5092], [4.3021, 0.0910, 0.7500], [3.8664, -3.2750, 0.4975], [-1.5304, -0.0057, 0.5461], [-1.3030, 2.2581, -1.3238], [-3.5351, 1.0683, -2.0946], [-3.1617, -0.1342, -0.9501], [-2.6912, -0.8085, -3.3546], [-1.5463, 0.4824, -3.7617], [-0.2453, -2.9619, -3.0047], [-1.5119, 3.1335, 1.3400]], "atomic_forces_ev_per_a": [[-0.3910, -0.2176, -1.7466], [3.2779, -2.0461, 1.3168], [-4.9436, 4.9467, -1.6215], [1.9212, -1.5165, -0.0743], [-2.3386, -3.0617, 4.2334], [0.6089, 2.3164, -7.8495], [2.5614, -0.7773, 4.4670], [-3.0164, -0.0076, -1.9477], [-0.2986, -0.4833, -0.0841], [0.3827, -2.7527, 5.0851], [-3.1139, -1.3400, 2.1683], [0.6657, -0.3424, 0.5538], [-2.3188, 2.6795, 0.7039], [0.9834, -0.1542, -0.2701], [-0.4156, 0.4924, 3.1363], [3.1273, -4.4621, -3.6701], [-1.8975, -2.5801, -1.1454], [-0.5621, -1.1509, -2.4982], [6.8104, 2.6791, 3.6634], [1.9212, 1.6733, 4.1677], [-1.3678, 0.8438, -3.2025], [-1.8580, -0.8704, -1.4457], [-0.4557, -1.1874, -0.3676], [2.8523, -2.4900, 1.1179], [0.4484, 1.1096, -0.1733], [-0.2645, 0.2602, 1.1232], [-1.3475, 1.4131, -0.8608], [2.1314, 2.2480, -2.0378], [1.6418, 2.2464, -2.0005], [-0.3095, 0.5950, -0.4335], [0.8429, 0.4365, -1.0142], [-0.2816, 0.3843, -0.1689], [0.0575, -1.7438, 2.3362], [-1.9087, 3.0173, -0.2318], [-3.1448, -0.1573, -1.2289]], "total_energy_ha": -1026.690416, "relative_energy_ev": 6.0713, "smiles": "N[C@@H](CCC(=O)O)C(=O)N[C@@H](CCC(=O)O)C(=O)O", "max_force_ev_per_a": 8.21, "lumo_ev": 0.19, "orbital_gap_ha": 0.341}